Entry 1:
{
  "formula": "C22H25BBr51ClO6",
  "method": "ωB97M-V/def2-TZVPD",
  "symbols": ["O", "C", "O", "C", "C", "Cl", "O", "C", "O", "C", "B", "O", "O", "H", "H", "H", "H", "H", "H", "H", "H", "C", "Br", "Br", "Br", "H", "C", "Br", "Br", "Br", "H", "C", "Br", "Br", "Br", "H", "C", "Br", "Br", "Br", "H", "C", "Br", "Br", "Br", "H", "C", "Br", "Br", "Br", "H", "C", "Br", "Br", "Br", "H", "C", "Br", "Br", "Br", "H", "C", "Br", "Br", "Br", "H", "C", "Br", "Br", "Br", "H", "C", "Br", "Br", "Br", "H", "C", "Br", "Br", "Br", "H", "C", "Br", "Br", "Br", "H", "C", "Br", "Br", "Br", "H", "C", "Br", "Br", "Br", "H", "C", "Br", "Br", "Br", "H", "C", "Br", "Br", "Br", "H"],
  "positions_angstrom": [[0.405, -4.274, 1.704], [-0.456, -3.900, 0.921], [-0.559, -2.609, 0.567], [-1.440, -4.839, 0.284], [-2.695, -5.111, 1.114], [-2.868, -3.956, 2.492], [-3.777, -5.018, 0.245], [-5.038, -5.296, 0.770], [-5.471, -6.431, 0.717], [-5.808, -4.154, 1.314], [-7.294, -4.130, 0.743], [-8.353, -4.038, 1.587], [-7.524, -4.193, -0.612], [-1.400, -2.446, 0.127], [-0.919, -5.772, 0.136], [-1.775, -4.472, -0.677], [-2.646, -6.091, 1.561], [-5.309, -3.219, 1.092], [-5.820, -4.244, 2.393], [-8.141, -3.558, 2.388], [-7.703, -3.328, -0.981], [-3.107, 0.726, 1.337], [-4.241, 1.522, 2.663], [-1.468, 0.058, 2.076], [-4.027, -0.653, 0.348], [-2.850, 1.496, 0.626], [2.244, -0.317, -1.693], [3.139, -1.991, -1.444], [1.550, -0.139, -3.479], [0.905, -0.006, -0.346], [2.990, 0.456, -1.571], [6.853, 0.575, -1.829], [7.823, -1.073, -1.661], [6.067, 0.780, -3.579], [5.510, 0.750, -0.473], [7.558, 1.380, -1.692], [1.610, 3.302, -1.841], [0.139, 3.910, -2.919], [3.222, 3.108, -2.873], [1.860, 4.390, -0.285], [1.349, 2.316, -1.484], [6.891, 2.714, -6.956], [5.339, 3.271, -5.969], [6.435, 2.168, -8.742], [8.257, 4.058, -6.937], [7.297, 1.850, -6.449], [5.729, -1.378, 3.121], [7.016, -2.629, 2.437], [6.442, 0.409, 3.188], [4.073, -1.468, 2.150], [5.514, -1.666, 4.139], [8.052, 1.295, -12.189], [9.336, 0.034, -12.857], [8.726, 3.093, -12.228], [6.369, 1.148, -13.108], [7.872, 1.047, -11.154], [-7.603, 4.346, 3.290], [-7.541, 2.942, 1.980], [-9.405, 4.737, 3.824], [-6.481, 3.936, 4.800], [-7.202, 5.233, 2.827], [2.709, 3.718, 4.119], [3.906, 2.475, 3.266], [2.910, 5.500, 3.424], [0.878, 3.140, 4.033], [2.984, 3.748, 5.162], [-9.082, -6.306, 4.967], [-10.442, -5.114, 4.314], [-7.602, -6.431, 3.750], [-8.507, -5.808, 6.734], [-9.517, -7.290, 5.038], [-2.372, 6.067, 2.415], [-2.742, 4.646, 3.666], [-1.860, 7.684, 3.321], [-1.087, 5.579, 1.075], [-3.301, 6.269, 1.906], [3.258, 5.933, 8.010], [4.571, 4.757, 7.242], [3.425, 7.717, 7.318], [1.484, 5.238, 7.754], [3.445, 5.977, 9.071], [9.728, -4.336, -12.389], [8.024, -3.694, -13.001], [11.038, -4.299, -13.796], [10.332, -3.373, -10.839], [9.599, -5.366, -12.097], [6.463, -3.620, 6.757], [7.777, -4.860, 6.107], [7.096, -1.805, 6.662], [4.792, -3.810, 5.828], [6.285, -3.850, 7.796], [-11.856, -2.450, 0.464], [-11.494, -4.333, 0.444], [-12.670, -1.912, 2.121], [-10.293, -1.390, 0.085], [-12.566, -2.248, -0.322], [11.170, 2.756, -4.170], [12.261, 1.684, -5.330], [11.095, 4.582, -4.765], [9.406, 2.000, -3.982], [11.631, 2.751, -3.195], [-13.830, 5.105, 3.585], [-13.851, 4.006, 5.161], [-13.048, 6.826, 3.939], [-12.945, 4.223, 2.127], [-14.855, 5.269, 3.292]],
  "lowdin_charge": [0.098, -0.564, -0.026, -0.070, -0.608, 0.730, -0.042, -0.448, 0.147, -0.029, -0.718, 0.077, 0.160, 0.066, 0.134, 0.131, 0.122, 0.055, 0.092, 0.091, 0.095, -1.589, 0.541, 0.608, 0.614, -0.022, -1.638, 0.583, 0.594, 0.630, -0.127, -1.610, 0.594, 0.531, 0.588, -0.057, -1.641, 0.588, 0.547, 0.560, -0.132, -1.644, 0.546, 0.606, 0.565, -0.062, -1.633, 0.572, 0.517, 0.554, -0.128, -1.666, 0.560, 0.568, 0.568, -0.079, -1.635, 0.553, 0.569, 0.556, -0.029, -1.637, 0.542, 0.557, 0.548, -0.115, -1.629, 0.583, 0.666, 0.575, -0.030, -1.626, 0.524, 0.580, 0.546, -0.035, -1.632, 0.605, 0.579, 0.584, -0.031, -1.652, 0.556, 0.569, 0.556, -0.033, -1.625, 0.578, 0.593, 0.614, -0.032, -1.625, 0.617, 0.569, 0.594, -0.033, -1.618, 0.588, 0.561, 0.582, -0.028, -1.653, 0.571, 0.563, 0.555, -0.032],
  "lumo_ev": -0.281,
  "spin_multiplicity": 1
}


Entry 2:
{
  "formula": "C8H7F3N2S",
  "method": "ωB97M-V/def2-TZVPD",
  "symbols": ["C", "C", "C", "C", "C", "C", "N", "C", "F", "F", "F", "N", "C", "S", "H", "H", "H", "H", "H", "H", "H"],
  "positions_angstrom": [[-2.516, -0.620, 0.086], [-1.154, -0.039, -0.079], [-0.270, -0.619, 0.805], [1.140, -0.518, 0.889], [2.067, -0.106, -0.044], [1.869, 0.348, -1.352], [1.649, 0.465, -2.494], [1.699, -0.863, 2.271], [3.083, -0.828, 2.284], [1.455, 0.126, 3.144], [1.220, -1.990, 2.810], [-0.710, 0.660, -1.134], [-1.211, 1.690, -1.659], [-0.549, 2.447, -3.002], [-2.649, -1.538, -0.414], [-3.217, 0.007, -0.386], [-2.680, -0.734, 1.179], [-0.559, -1.191, 1.620], [3.132, -0.161, 0.040], [-2.001, 2.111, -1.071], [0.202, 1.353, -3.493]],
  "nbo_charge": [-0.655, 0.280, -0.337, -0.030, -0.344, 0.326, -0.379, 0.966, -0.339, -0.323, -0.309, -0.472, -0.037, 0.085, 0.236, 0.210, 0.234, 0.216, 0.261, 0.191, 0.221],
  "de_lowest_ev": 0.349,
  "lumo_ev": [-0.742, -0.742],
  "spin_multiplicity": 1
}


Entry 3:
{
  "formula": "H12O6",
  "method": "ωB97M-V/def2-TZVPD",
  "symbols": ["O", "H", "H", "O", "H", "H", "O", "H", "H", "O", "H", "H", "O", "H", "H", "O", "H", "H"],
  "positions_angstrom": [[-0.083, -0.780, -0.390], [-0.720, -0.078, -0.199], [0.432, -0.875, 0.422], [-1.616, 0.026, -3.256], [-0.908, -0.625, -3.170], [-1.451, 0.658, -2.550], [0.774, -1.757, -2.839], [1.635, -2.159, -2.706], [0.535, -1.351, -1.984], [-0.040, 1.661, 2.643], [0.619, 0.972, 2.469], [-0.372, 1.485, 3.527], [-1.161, 1.762, 0.135], [-1.830, 2.450, 0.181], [-0.760, 1.714, 1.025], [1.370, -0.791, 2.108], [2.228, -0.951, 1.700], [1.349, -1.361, 2.884]],
  "nbo_charge": [-0.993, 0.507, 0.484, -0.954, 0.486, 0.465, -0.986, 0.468, 0.500, -0.968, 0.500, 0.483, -0.994, 0.481, 0.500, -0.965, 0.494, 0.494],
  "de_lowest_ev": 0.838,
  "lumo_ev": -0.239,
  "spin_multiplicity": 1
}


Number 1: M 4506.8 g/mol. Number 2: M 220.2 g/mol. Number 3: M 108.1 g/mol.